Density functional theory data (the ωB97M-V functional and the def2-TZVPD basis) for an isolated molecule of C4H8ClF at a distorted geometry.

Structure (XYZ):
```
14
Properties=species:S:1:pos:R:3:mulliken_charge:R:1
C -1.20 0.85 1.09 -1.482
C -1.02 0.23 -0.27 0.483
C -1.80 -1.07 -0.53 -1.154
C 0.47 0.17 -0.69 -0.055
F 0.98 1.40 -0.57 -0.252
Cl 1.33 -0.81 0.43 -0.181
H -1.04 0.21 1.96 0.366
H -2.21 1.26 1.18 0.391
H -0.57 1.75 1.29 0.359
H -1.43 0.94 -1.03 0.173
H -2.07 -1.14 -1.54 0.359
H -1.06 -1.81 -0.15 0.274
H -2.58 -1.03 0.23 0.344
H 0.72 -0.13 -1.65 0.374
```

E_tot: -19517.364 eV

Density functional theory data (the ωB97M-V functional and the def2-TZVPD basis) for a cluster of 11 separate species, C27H64BrF15N5O20S5 in total at a distorted geometry.

Structure (XYZ):
```
137
Properties=species:S:1:pos:R:3:mulliken_charge:R:1
Br -0.14 -0.28 -0.74 -0.692
C 1.65 -4.50 0.16 -1.118
C 2.89 -4.02 -0.61 0.485
C 3.70 -5.06 -1.37 -0.802
O 4.90 -4.53 -1.88 -0.425
C 5.03 -4.58 -3.35 -0.581
N 2.44 -2.98 -1.66 0.556
H 1.90 -3.38 -2.41 -0.055
H 1.93 -2.24 -1.19 -0.158
H 3.26 -2.56 -2.06 0.467
H 1.13 -5.14 -0.55 0.494
H 1.03 -3.65 0.45 -0.057
H 1.87 -5.01 1.10 0.430
H 3.53 -3.42 0.05 0.325
H 3.13 -5.62 -2.12 0.315
H 3.87 -5.75 -0.55 0.382
H 5.00 -5.63 -3.62 0.314
H 5.97 -4.12 -3.64 0.269
H 4.23 -4.03 -3.86 0.208
C -3.85 2.18 2.06 -1.469
C -3.04 3.20 1.28 1.155
C -3.12 4.59 1.95 -1.111
O -2.20 5.51 1.28 0.052
C -2.43 6.91 1.52 -0.948
N -1.63 2.71 0.89 1.947
H -1.08 2.42 1.68 0.015
H -1.62 1.86 0.35 -0.112
H -1.06 3.41 0.45 -0.435
H -3.41 1.96 3.03 0.242
H -3.99 1.24 1.51 0.059
H -4.88 2.53 2.16 0.651
H -3.30 3.37 0.24 0.097
H -2.81 4.56 2.99 0.220
H -4.16 4.89 1.94 0.494
H -1.62 7.42 1.00 0.197
H -2.37 7.03 2.60 0.312
H -3.41 7.21 1.15 0.334
C -0.27 1.56 -4.89 -1.396
C -1.17 0.36 -5.27 0.332
C -0.52 -0.74 -6.02 -0.663
O -1.32 -1.94 -6.01 -0.294
C -0.82 -2.99 -6.90 -0.858
N -1.73 -0.24 -3.96 0.680
H -2.22 -1.10 -4.17 0.475
H -0.97 -0.61 -3.40 -0.145
H -2.40 0.27 -3.40 0.005
H 0.69 1.27 -4.45 0.293
H -0.78 2.30 -4.27 0.211
H -0.02 2.17 -5.76 0.481
H -2.10 0.72 -5.72 0.367
H 0.52 -0.85 -5.71 0.335
H -0.45 -0.37 -7.05 0.439
H 0.23 -3.22 -6.73 0.341
H -1.02 -2.81 -7.96 0.322
H -1.39 -3.89 -6.66 0.265
C -0.50 -3.01 3.04 -1.019
N -1.61 -2.12 3.53 0.475
C -2.35 -3.09 4.57 -0.936
C -1.14 -0.94 4.36 -1.016
C -2.61 -1.49 2.47 -0.061
C -3.05 -2.51 1.41 -0.408
O -3.71 -3.56 2.03 -0.580
H 0.22 -3.22 3.82 0.397
H 0.08 -2.47 2.29 0.139
H -0.98 -3.87 2.58 0.442
H -1.69 -3.22 5.43 0.383
H -2.60 -4.07 4.15 0.339
H -3.26 -2.62 4.93 0.336
H -0.52 -1.33 5.17 0.397
H -1.95 -0.39 4.83 0.446
H -0.46 -0.33 3.78 0.281
H -1.99 -0.72 2.01 -0.025
H -3.47 -0.99 2.93 0.400
H -2.25 -2.83 0.74 0.091
H -3.73 -1.99 0.72 0.422
H -3.96 -4.05 1.24 0.385
C 2.48 0.99 2.04 0.287
N 3.49 1.83 1.20 0.910
C 4.92 1.19 1.24 -1.108
C 3.04 1.80 -0.29 -0.525
C 3.43 3.24 1.83 0.033
C 4.52 4.11 1.26 -1.003
O 4.22 4.62 0.00 -0.396
H 2.26 -0.01 1.66 -0.452
H 1.50 1.46 2.02 -0.609
H 2.88 0.97 3.06 0.597
H 5.42 1.60 0.37 0.411
H 4.80 0.12 1.06 0.219
H 5.37 1.25 2.24 0.390
H 1.98 2.01 -0.41 -0.077
H 3.05 0.76 -0.61 0.268
H 3.71 2.34 -0.96 0.340
H 3.55 3.13 2.91 0.445
H 2.44 3.61 1.57 0.065
H 5.46 3.58 1.43 0.377
H 4.83 4.93 1.92 0.525
H 4.81 5.30 -0.32 0.254
C -1.54 -4.56 -2.86 0.493
F -1.88 -3.36 -3.35 -0.156
F -1.24 -4.40 -1.56 -0.158
F -2.55 -5.48 -3.06 -0.236
S 0.10 -5.20 -3.81 0.991
O -0.24 -5.52 -5.27 -0.645
O 1.12 -4.14 -3.75 -0.865
O 0.52 -6.37 -3.02 -0.651
C -1.21 5.16 -2.18 0.400
F -1.50 6.38 -1.59 -0.273
F -2.17 4.37 -1.76 -0.168
F -1.28 5.27 -3.52 -0.229
S 0.53 4.58 -1.60 1.120
O 1.38 5.73 -1.96 -0.704
O 0.48 4.31 -0.16 -0.810
O 0.71 3.37 -2.47 -0.584
C -0.98 3.83 5.46 0.462
F -2.13 3.18 5.35 -0.237
F -1.16 5.03 4.81 -0.245
F -0.70 4.02 6.72 -0.213
S 0.40 2.87 4.51 1.297
O 0.59 1.57 5.16 -0.723
O -0.15 2.72 3.15 -1.171
O 1.50 3.75 4.59 -0.702
C 3.16 -3.27 4.76 0.419
F 2.13 -2.57 5.29 -0.191
F 4.22 -3.09 5.62 -0.233
F 2.84 -4.51 4.47 -0.205
S 3.61 -2.46 3.01 1.275
O 4.16 -1.12 3.33 -0.693
O 4.66 -3.34 2.48 -0.736
O 2.40 -2.55 2.18 -0.444
C -6.23 1.11 -3.13 0.415
F -5.80 0.70 -4.32 -0.223
F -6.65 2.37 -3.32 -0.221
F -7.25 0.38 -2.68 -0.208
S -4.76 1.20 -1.87 1.253
O -3.57 1.37 -2.69 -0.920
O -5.04 2.36 -1.01 -0.658
O -4.76 -0.08 -1.11 -0.705
```

Total charge: -1
E_tot: -242419.503 eV

Density functional theory data (the ωB97M-V functional and the def2-TZVPD basis) for a structure of composition C21H6Br4Cl3I2NO4Os at a distorted geometry.

Structure (XYZ):
```
42
Properties=species:S:1:pos:R:3:mulliken_charge:R:1
Os -1.29 0.49 1.19 1.168
Br 3.76 2.05 5.65 -0.153
C 2.23 1.31 4.84 0.128
C 1.43 0.40 5.55 0.349
Br 1.86 -0.08 7.32 -0.150
C 0.30 -0.16 4.95 -0.334
Br -0.83 -1.39 5.81 -0.103
C -0.02 0.22 3.66 0.201
O -1.06 -0.27 2.97 -0.411
C 0.77 1.12 2.96 0.387
O 0.36 1.38 1.70 -0.619
C 1.90 1.66 3.54 -0.040
Br 2.93 2.85 2.50 -0.112
I -0.72 -0.30 -7.70 0.168
C 0.45 0.63 -6.28 -0.514
C 1.78 0.63 -6.26 -0.187
C 2.30 1.44 -5.14 -0.576
I 4.06 2.56 -5.40 0.086
C 1.77 1.17 -3.77 0.412
C 2.00 0.38 -2.62 -0.780
C 1.20 0.40 -1.55 0.006
C -0.04 1.17 -1.47 -0.514
N -0.81 1.01 -0.48 -0.302
C 1.09 1.99 -4.54 0.223
C -0.16 1.49 -5.24 0.724
O -1.29 1.60 -4.87 -0.540
H 2.40 0.23 -7.05 0.481
H 2.90 -0.22 -2.64 0.416
H 1.44 -0.19 -0.67 0.430
H -0.32 1.87 -2.25 0.502
Cl -1.16 -4.89 1.61 -0.213
C -1.89 -3.34 1.40 0.257
C -1.68 -2.64 0.27 -0.841
C -2.28 -1.34 0.11 0.632
Cl -2.65 -0.91 -1.53 -0.126
C -3.04 -0.80 1.18 0.206
O -3.34 0.48 1.14 -0.771
C -3.30 -1.64 2.34 0.117
Cl -4.28 -0.98 3.57 -0.147
C -2.74 -2.86 2.44 -0.436
H -1.11 -3.06 -0.55 0.483
H -2.91 -3.46 3.32 0.491
```

E_tot: -367954.252 eV

Density functional theory data (the ωB97M-V functional and the def2-TZVPD basis) for a structure of composition C17H15BrCl3N2O7Y at a distorted geometry.

Structure (XYZ):
```
46
Properties=species:S:1:pos:R:3:mulliken_charge:R:1
Y 0.09 0.06 0.35 0.656
O -1.02 -1.33 -1.45 -0.408
C -1.78 -0.53 -2.36 -0.746
C -2.70 0.42 -1.61 -0.822
N -1.95 1.24 -0.65 0.350
C -2.76 1.45 0.56 -0.507
C -2.79 0.08 1.30 0.559
O -3.82 -0.34 1.78 -0.684
O -1.64 -0.52 1.28 -0.705
C -1.40 2.44 -1.28 -0.899
C -0.02 2.12 -1.91 0.598
O 0.37 2.75 -2.87 -0.694
O 0.62 1.16 -1.32 -0.239
H -1.62 -1.94 -1.00 0.341
H -1.05 0.02 -2.95 0.319
H -2.36 -1.17 -3.03 0.470
H -3.24 1.04 -2.33 0.383
H -3.43 -0.17 -1.06 0.425
H -2.27 2.18 1.21 0.394
H -3.77 1.79 0.35 0.330
H -2.04 2.87 -2.05 0.300
H -1.23 3.21 -0.52 0.438
O 5.15 -0.85 -3.30 -0.527
C 4.33 -0.64 -2.26 0.991
C 4.32 0.54 -1.52 -0.639
C 3.40 0.67 -0.50 -0.527
N 2.54 -0.29 -0.17 -0.153
C 2.61 -1.42 -0.85 0.387
Br 1.38 -2.74 -0.23 -0.163
C 3.46 -1.67 -1.90 -0.631
H 5.66 -0.05 -3.49 0.302
H 5.00 1.34 -1.75 0.312
H 3.33 1.59 0.07 0.406
H 3.47 -2.61 -2.43 0.472
Cl 2.59 3.57 6.35 -0.228
C 2.16 2.45 5.10 0.458
C 1.56 2.92 3.94 -0.945
C 1.23 2.01 2.97 1.253
Cl 0.50 2.55 1.47 -0.206
C 1.44 0.62 3.06 -0.289
O 1.08 -0.20 2.13 -0.277
C 2.09 0.21 4.25 0.233
Cl 2.43 -1.47 4.42 -0.209
C 2.43 1.10 5.25 -0.784
H 1.37 3.98 3.81 0.461
H 2.91 0.73 6.15 0.444
```

E_tot: -143843.550 eV

Density functional theory data (the ωB97M-V functional and the def2-TZVPD basis) for an isolated molecule of C5H9NO at a distorted geometry.

Structure (XYZ):
```
16
Properties=species:S:1:pos:R:3:mulliken_charge:R:1
C 1.27 0.43 -1.15 -1.265
C 0.93 -0.23 0.19 0.182
O 1.46 0.66 1.16 -0.541
C -0.72 -0.65 0.36 0.245
C -1.46 0.61 0.75 -1.321
C -1.20 -1.26 -0.90 0.115
N -1.51 -1.72 -1.92 -0.479
H 0.81 -0.13 -1.96 0.386
H 2.34 0.54 -1.38 0.329
H 0.87 1.46 -1.14 0.331
H 1.19 -1.26 0.35 0.320
H 1.70 0.21 1.98 0.341
H -0.89 -1.45 1.12 0.332
H -2.51 0.48 1.04 0.390
H -1.39 1.29 -0.09 0.329
H -0.89 1.02 1.59 0.305
```

E_tot: -8867.475 eV

Density functional theory data (the ωB97M-V functional and the def2-TZVPD basis) for an isolated molecule of C12H16BNO at a distorted geometry.

Structure (XYZ):
```
31
Properties=species:S:1:pos:R:3:mulliken_charge:R:1
C -2.77 2.41 -0.14 -1.186
C -2.45 1.23 0.88 -0.520
N -1.64 0.21 0.38 -0.066
B -1.93 -1.07 -0.04 0.761
C -3.45 -1.63 -0.12 -1.138
O -1.05 -2.01 -0.47 -0.735
C 0.34 -1.83 -0.53 0.160
C 1.03 -1.52 0.80 -1.228
C 2.11 -0.71 0.53 1.277
C 3.11 -0.21 1.30 -0.538
C 3.99 0.73 0.90 -0.364
C 4.04 1.13 -0.51 -0.618
C 3.05 0.63 -1.33 -0.752
C 2.10 -0.35 -0.87 0.701
C 1.07 -0.91 -1.55 -1.200
H -3.59 3.11 0.04 0.363
H -1.85 3.12 -0.29 0.276
H -2.81 2.19 -1.16 0.364
H -1.96 1.64 1.71 0.353
H -3.39 0.74 1.24 0.392
H -0.60 0.33 0.27 -0.035
H -3.63 -2.37 -0.84 0.302
H -4.22 -0.87 -0.20 0.322
H -3.53 -2.11 0.87 0.338
H 0.70 -2.75 -0.94 0.440
H 0.86 -1.87 1.84 0.321
H 3.34 -0.53 2.33 0.292
H 4.77 1.09 1.63 0.303
H 4.64 1.87 -0.92 0.446
H 3.01 0.99 -2.28 0.500
H 0.70 -0.71 -2.52 0.470
```

E_tot: -16916.797 eV

For each record above, in turn, the calculated HOMO level values are -10.880; -6.814; -8.615; -8.144; -10.244; -7.616 eV.